{
  "formula": "C33H32ClF9NO29",
  "method": "wB97M-V/def2-TZVPD",
  "homo_energy_ev": -11.93,
  "e_lumo_ha": -0.195,
  "homo_lumo_gap_ha": 0.2440,
  "charge": 1,
  "elements": ["O", "C", "O", "C", "C", "C", "N", "C", "Cl", "C", "H", "H", "H", "H", "H", "C", "C", "O", "C", "O", "O", "F", "H", "H", "H", "C", "C", "O", "C", "O", "O", "F", "H", "H", "H", "C", "C", "O", "C", "O", "O", "F", "H", "H", "H", "C", "C", "O", "C", "O", "O", "F", "H", "H", "H", "C", "C", "O", "C", "O", "O", "F", "H", "H", "H", "C", "C", "O", "C", "O", "O", "F", "H", "H", "H", "C", "C", "O", "C", "O", "O", "F", "H", "H", "H", "C", "C", "O", "C", "O", "O", "F", "H", "H", "H", "C", "C", "O", "C", "O", "O", "F", "H", "H", "H"],
  "coordinates": [[-0.26457, -1.56029, 0.81786], [0.98440, -2.04881, 0.82604], [1.99355, -1.68148, -0.21389], [1.53844, -3.11781, 1.98064], [1.26796, -4.73221, 1.81748], [1.89694, -5.69234, 3.03373], [2.69267, -5.09196, 4.17927], [2.95706, -3.59091, 4.35348], [3.97513, -2.92915, 5.79825], [2.38333, -2.47377, 3.25534], [2.89919, -1.93998, 0.18219], [0.67085, -5.18974, 0.89929], [1.69517, -6.85853, 2.96599], [3.10230, -5.71345, 4.91320], [2.56877, -1.31597, 3.34059], [-1.16958, 0.38762, -1.75737], [-1.84292, 1.65738, -1.36238], [-1.13520, 2.64275, -2.08005], [-0.69157, 2.01276, -3.20387], [-0.27883, 2.59144, -4.19516], [-0.77271, 0.65208, -3.08797], [-1.68444, 1.89656, -0.04127], [-0.28384, 0.17130, -1.15068], [-1.84374, -0.47198, -1.71283], [-2.90528, 1.70255, -1.62483], [-1.37097, 5.15401, 0.71016], [-2.32081, 6.13617, 1.30587], [-1.59415, 6.68708, 2.38074], [-0.28755, 6.60989, 2.00190], [0.61793, 7.22728, 2.53743], [-0.11599, 5.76143, 0.94258], [-3.41093, 5.51127, 1.80466], [-1.40057, 4.17969, 1.20937], [-1.54258, 5.00553, -0.35937], [-2.62866, 6.93437, 0.62204], [4.17370, -10.42240, 5.29583], [5.21808, -9.38046, 5.08294], [4.47127, -8.20490, 4.86564], [3.31598, -8.38437, 5.56547], [2.54014, -7.48639, 5.84756], [3.13599, -9.69334, 5.92000], [5.93791, -9.63982, 3.96838], [3.80374, -10.84932, 4.35761], [4.52244, -11.23576, 5.93787], [5.88990, -9.23746, 5.93601], [2.06059, -0.54970, -6.16671], [1.09487, -0.95785, -5.10723], [1.79957, -1.93733, -4.37861], [3.11297, -1.59777, -4.50658], [4.00543, -2.03733, -3.80077], [3.30779, -0.69772, -5.51823], [-0.00007, -1.53626, -5.64964], [2.02803, -1.20388, -7.04441], [1.90839, 0.48271, -6.49286], [0.79426, -0.14559, -4.43687], [1.57069, 9.77528, 4.94933], [0.43646, 8.94302, 5.44184], [-0.32491, 9.84584, 6.21134], [-0.10579, 11.06607, 5.64592], [-0.79546, 12.05046, 5.85373], [0.97747, 11.05073, 4.81058], [0.87875, 7.95788, 6.25519], [2.39549, 9.83484, 5.66734], [1.96317, 9.41932, 3.99296], [-0.18724, 8.51914, 4.64759], [-3.76691, -3.88801, -4.05347], [-2.44424, -3.92829, -3.36745], [-2.30553, -2.62749, -2.84252], [-3.57879, -2.20092, -2.61114], [-3.86319, -1.24318, -1.91135], [-4.49995, -2.98246, -3.25311], [-1.44660, -4.13780, -4.25542], [-3.70250, -3.49921, -5.07527], [-4.25125, -4.86783, -4.08085], [-2.38155, -4.66135, -2.55615], [6.50830, -7.22539, 0.40615], [6.01895, -8.26658, -0.54156], [4.76728, -8.63532, -0.00842], [4.31190, -7.52120, 0.63036], [3.15447, -7.35685, 0.97852], [5.30945, -6.60590, 0.82679], [6.82539, -9.35149, -0.52453], [7.02117, -7.65098, 1.27518], [7.17408, -6.50430, -0.07570], [5.89124, -7.91284, -1.57019], [-2.12058, 3.90450, -7.06158], [-2.79392, 5.17426, -6.66659], [-2.08620, 6.15963, -7.38426], [-1.64257, 5.52964, -8.50808], [-1.22983, 6.10832, -9.49937], [-1.72371, 4.16896, -8.39218], [-2.63544, 5.41344, -5.34548], [-1.23484, 3.68818, -6.45490], [-2.79474, 3.04490, -7.01704], [-3.85628, 5.21943, -6.92905], [-6.86822, 5.15039, 2.77129], [-7.56964, 5.81804, 1.63817], [-8.36317, 4.78999, 1.09016], [-8.64138, 3.96142, 2.13550], [-9.51993, 3.11533, 2.12317], [-7.82033, 4.19930, 3.20357], [-6.68801, 6.22324, 0.69679], [-5.95491, 4.63327, 2.45850], [-6.61845, 5.84829, 3.57500], [-8.20800, 6.65638, 1.93686]],
  "forces_ev_per_a": [[8.779, -3.553, 0.003], [-4.237, 2.344, -0.983], [-1.483, -1.592, 4.386], [1.097, -1.797, 1.981], [2.564, 1.962, 3.952], [-0.262, 3.756, -1.177], [-1.512, 3.322, -2.997], [-1.713, 0.736, -3.101], [-2.093, -1.783, -2.873], [-0.663, -5.197, -0.476], [-1.870, 0.410, -1.027], [1.522, 1.047, 2.341], [0.830, 2.796, 0.550], [-0.715, 0.128, -0.583], [-0.340, -2.706, 0.044], [-0.044, -1.452, 0.624], [-0.291, 0.038, 0.624], [0.042, -0.445, -0.879], [1.124, 1.203, -2.390], [-0.841, -1.406, 2.164], [0.021, 1.358, -0.453], [-0.121, 0.190, 0.310], [-0.161, 0.262, 0.068], [0.223, 0.330, -0.135], [0.073, 0.045, 0.200], [-0.023, -0.926, -0.920], [-0.744, -0.033, 0.186], [0.758, 0.107, -0.533], [2.483, 1.212, 1.110], [-2.072, -1.433, -1.134], [0.070, 0.908, 0.902], [-0.349, 0.025, 0.067], [-0.207, 0.190, 0.054], [0.225, 0.086, 0.146], [-0.149, -0.091, 0.152], [0.031, -1.387, 0.082], [0.965, -0.332, -0.542], [-0.879, 0.141, 0.757], [-1.627, 0.645, 0.731], [1.528, -1.339, -0.832], [-0.096, 1.848, -0.153], [0.179, 0.135, -0.017], [0.213, 0.170, -0.007], [-0.212, 0.219, 0.012], [0.051, 0.040, -0.214], [-0.024, 0.747, -1.110], [-0.797, 0.019, -0.070], [0.839, 0.432, 0.087], [2.379, -0.917, 1.324], [-2.001, 0.926, -1.541], [0.060, -0.764, 1.088], [-0.344, -0.050, 0.063], [-0.185, -0.044, 0.185], [0.194, -0.139, 0.149], [-0.089, -0.254, -0.191], [1.107, -0.156, -0.724], [-0.113, -0.681, 0.271], [0.108, 0.579, -0.642], [-1.597, 2.894, 0.505], [1.717, -2.383, -0.486], [-0.950, 0.151, 0.547], [-0.039, -0.369, 0.132], [-0.209, -0.179, 0.089], [-0.170, 0.191, 0.085], [0.135, -0.107, 0.166], [-0.730, -0.781, -0.787], [0.873, -0.306, -0.516], [-0.857, 0.020, 0.402], [-1.293, 2.107, 1.293], [0.636, -2.081, -1.609], [0.727, 0.864, 0.859], [0.180, -0.142, 0.127], [0.258, -0.053, 0.141], [-0.060, 0.256, 0.118], [0.152, 0.040, -0.112], [1.262, 0.645, 0.167], [0.685, -0.857, -0.432], [-0.586, 1.199, 0.385], [-1.910, 0.283, 0.729], [2.230, -0.280, -0.494], [-1.371, -0.590, -0.072], [-0.049, -0.018, -0.163], [-0.082, -0.183, -0.207], [-0.268, 0.006, 0.122], [0.051, -0.199, 0.055], [0.065, -1.246, 0.299], [-0.083, 0.401, 0.651], [-0.156, -0.612, -0.608], [1.381, 1.407, -2.916], [-0.980, -1.491, 2.511], [-0.014, 0.985, -0.291], [-0.196, 0.117, 0.289], [-0.178, 0.212, 0.137], [0.119, 0.121, -0.204], [0.060, 0.092, 0.187], [0.895, 0.230, 0.906], [0.202, 0.369, -0.641], [-0.161, -0.103, 0.834], [-2.329, -2.581, 0.210], [2.258, 2.062, 0.025], [-0.758, -0.206, -0.690], [0.077, 0.262, -0.235], [-0.114, 0.183, -0.203], [-0.153, -0.218, -0.024], [0.121, 0.010, -0.184]],
  "mulliken_charge": [-0.44, 0.40, -0.37, 0.29, -0.50, 0.10, 0.14, 0.18, -0.09, -0.31, 0.38, 0.35, 0.36, 0.19, 0.38, 0.18, 0.42, -0.23, 0.44, -0.56, -0.13, -0.28, 0.04, -0.16, 0.28, -0.22, 0.31, -0.26, 0.65, -0.52, -0.34, -0.26, 0.11, 0.20, 0.31, -0.45, 0.30, -0.25, 0.69, -0.61, -0.31, -0.26, 0.29, 0.29, 0.26, -0.41, 0.68, -0.25, 0.58, -0.58, -0.30, -0.31, 0.27, 0.30, 0.03, -0.38, 0.61, -0.33, 0.62, -0.53, -0.31, -0.30, 0.28, 0.24, 0.11, -0.44, 0.29, -0.18, 0.62, -0.52, -0.35, -0.27, 0.29, 0.29, 0.24, -0.37, 0.29, -0.28, 0.66, -0.52, -0.28, -0.28, 0.25, 0.27, 0.29, -0.20, 0.29, -0.29, 0.61, -0.53, -0.31, -0.26, 0.19, 0.26, 0.25, -0.20, 0.29, -0.28, 0.61, -0.53, -0.31, -0.26, 0.16, 0.27, 0.27]
}